(1)
# C3H5N3

One molecule with the formula C3H5N3 (the ωB97M-V functional and the def2-TZVPD basis, the Open Molecules 2025 dataset).

E_tot in hartree: -281.5606
Net charge: 0
SMILES string: Cn1cnnc1
Gap between HOMO and LUMO in eV: 10.5
Max |F| in eV/Å: 0.29
E_LUMO in eV: 0.7
HOMO energy in hartree: -0.3624

Structure (XYZ):
```
11
Properties=species:S:1:pos:R:3:forces:R:3
C -1.42574 -0.16548 -0.14940 -0.133 -0.040 -0.020
N 0.00149 0.00784 0.01981 0.274 0.084 0.013
C 0.75009 1.12008 -0.22365 0.036 0.034 -0.016
N 2.01548 0.88962 -0.00557 -0.198 0.016 -0.043
N 2.12547 -0.41824 0.39142 -0.173 -0.142 0.035
C 0.92230 -0.92384 0.39826 0.009 0.021 0.009
H -1.66824 -0.44601 -1.17766 0.021 0.017 0.119
H -1.94665 0.76217 0.09808 0.104 -0.132 -0.006
H -1.76564 -0.95041 0.52768 -0.022 0.097 -0.087
H 0.33239 2.06196 -0.55188 0.019 -0.128 0.051
H 0.65905 -1.93770 0.67292 0.063 0.173 -0.054
```
Forces are in eV/Å.

(2)
# C4H8NO2

An isolated ion of composition C4H8NO2 and charge +1 at a distorted geometry (the ωB97M-V functional and the def2-TZVPD basis, the Open Molecules 2025 dataset).

E_tot in hartree: -362.1058
Net charge: +1
SMILES string: COC[N+](C)=C=O
Gap between HOMO and LUMO in eV: 10.1
Max |F| in eV/Å: 3.58
E_LUMO in eV: -5.0
HOMO energy in hartree: -0.5555

Structure (XYZ):
```
15
Properties=species:S:1:pos:R:3:forces:R:3
C 1.18221 1.50588 -0.92306 0.337 2.008 -2.306
O 0.55775 0.21389 -0.91653 0.741 -0.187 1.019
C 0.62139 -0.49794 0.29525 0.228 3.242 -1.506
N -0.70918 -0.31999 0.95825 0.768 0.731 0.836
C -1.99002 -0.56387 0.35317 -2.467 -1.447 1.351
C -0.52747 0.43608 1.94582 0.333 0.639 0.798
O -0.16359 1.10586 2.79361 -0.653 -0.418 -0.307
H 0.48644 2.38424 -1.09700 0.108 -1.312 0.859
H 1.83256 1.66905 -1.83924 -0.640 -1.049 0.876
H 1.85766 1.70590 -0.10418 -0.122 -0.223 0.620
H 1.35448 -0.05693 1.01303 -0.094 -0.838 -0.692
H 0.70145 -1.49973 0.06766 0.512 -2.250 -0.212
H -2.68314 0.14676 0.88775 0.208 -1.143 -0.948
H -2.26197 -1.65632 0.48475 0.119 1.316 0.457
H -2.04234 -0.47195 -0.70416 0.621 0.929 -0.845
```
Forces are in eV/Å.

(3)
# C18H30Cl2N4O2P

A 2-piece molecular cluster, C18H30Cl2N4O2P overall at a distorted geometry (the ωB97M-V functional and the def2-TZVPD basis, the Open Molecules 2025 dataset).

E_tot in hartree: -2334.8750
Net charge: +1
Gap between HOMO and LUMO in eV: 9.3
Max |F| in eV/Å: 3.64
E_LUMO in eV: -2.5
HOMO energy in hartree: -0.4342

Structure (XYZ):
```
57
Properties=species:S:1:pos:R:3:forces:R:3
C 2.44918 -2.43052 0.47682 -0.933 -0.407 -0.175
P 2.49099 -3.07910 -1.25961 2.028 0.948 -0.478
C 2.99068 -4.84629 -1.06065 -1.015 0.214 0.513
N 0.78409 -3.06322 -1.83638 0.515 -0.680 0.523
C 0.01700 -2.01337 -1.75785 -2.054 2.271 -0.196
N -1.33262 -1.94111 -2.15512 1.093 -2.401 2.508
C -1.96533 -0.89842 -1.28886 -1.190 0.723 -0.378
C -2.99051 -1.42937 -0.26740 -0.237 0.139 0.212
C -4.16717 -0.45055 -0.23053 0.177 0.147 -0.387
O -5.11960 -0.89912 0.70574 0.138 -0.113 0.099
C -0.78924 -0.14561 -0.61396 -0.632 -1.404 0.396
N 0.34937 -0.80518 -1.25014 1.702 0.713 -0.355
C 1.46090 -0.02625 -1.85125 0.273 -0.717 -0.094
C 1.02346 1.32052 -2.46866 0.673 0.293 0.324
C 1.64339 2.51778 -1.73453 0.490 1.526 0.083
O 2.50583 3.19246 -2.26114 -0.842 -0.652 -0.038
N 1.18802 2.90011 -0.40842 0.183 -1.097 -0.292
C 1.90899 2.10183 0.57624 0.297 -0.225 0.160
C 1.25431 1.36743 1.53875 -1.584 0.163 -0.305
C 1.90968 0.57547 2.45229 -0.255 -0.513 0.439
C 3.28337 0.48942 2.42322 -0.031 -0.133 0.297
C 3.95542 1.24525 1.48577 1.055 -0.537 0.345
C 3.29442 2.03213 0.57763 0.444 0.598 -0.667
H 1.47735 -2.66363 0.93244 0.311 0.031 0.248
H 2.60103 -1.35113 0.51018 -0.092 -0.110 -0.197
H 3.26229 -2.88430 1.05172 -0.172 -0.117 -0.177
H 3.48882 -5.22090 -1.95382 -0.293 0.008 0.009
H 3.71188 -4.85679 -0.23580 -0.059 0.122 -0.179
H 2.14457 -5.46366 -0.73434 0.266 -0.205 -0.220
H 0.40882 -3.91622 -2.23727 -0.101 0.221 -0.157
H -1.70735 -2.82884 -1.80232 -0.599 -0.008 -0.971
H -2.57186 -0.32542 -2.00038 0.484 0.469 0.203
H -3.36401 -2.43681 -0.49584 0.092 0.167 -0.120
H -2.57520 -1.45308 0.74870 0.084 -0.196 -0.222
H -3.79723 0.55750 0.02609 0.062 -0.750 -0.128
H -4.61157 -0.36649 -1.23846 0.064 -0.147 0.147
H -5.84400 -0.26632 0.75391 0.074 0.033 -0.018
H -0.80732 0.94402 -0.55520 0.225 -0.101 -0.823
H -0.77538 -0.44854 0.44362 -0.027 0.081 -0.159
H 2.27566 0.06011 -1.12611 -0.159 0.354 -0.114
H 1.86664 -0.63952 -2.66358 -0.091 0.055 0.186
H 1.45211 1.38502 -3.47208 -0.056 -0.016 0.160
H -0.05815 1.42408 -2.59090 0.114 -0.042 0.298
H 1.47118 3.86214 -0.24376 -0.019 0.061 -0.396
H 0.16393 1.42688 1.55596 0.806 -0.252 -0.041
H 1.32193 0.00223 3.16457 0.124 0.103 -0.011
H 3.82317 -0.14920 3.11460 -0.050 0.109 -0.040
H 5.03984 1.17090 1.47480 -0.118 0.219 -0.163
H 3.89826 2.58768 -0.13588 -0.274 0.027 -0.028
Cl -4.65787 2.51043 0.62705 -0.298 0.603 0.106
C -4.27879 3.02025 2.29081 -0.060 0.071 0.226
C -2.92197 3.66893 2.37061 -0.095 0.143 0.118
Cl -1.59668 2.50208 2.08759 -0.576 0.383 0.114
H -4.34751 2.14804 2.93712 0.055 -0.042 -0.084
H -5.04775 3.72949 2.59289 0.044 0.048 -0.059
H -2.76965 4.08403 3.36552 0.003 -0.085 0.020
H -2.81981 4.47277 1.64558 0.035 -0.091 -0.064
```
Forces are in eV/Å.

(4)
# C3H7N4

A 2-piece molecular cluster, C3H7N4 overall at a distorted geometry (the ωB97M-V functional and the def2-TZVPD basis, the Open Molecules 2025 dataset).

E_tot in hartree: -337.1328
Net charge: +1
Gap between HOMO and LUMO (alpha / beta) in eV: 6.7 / 7.8
Max |F| in eV/Å: 4.42
E_LUMO (alpha / beta) in eV: -6.4 / -6.3
HOMO energy (alpha / beta) in hartree: -0.4805 / -0.5190

Structure (XYZ):
```
14
Properties=species:S:1:pos:R:3:forces:R:3
C 0.78962 0.69941 1.17262 -1.736 -1.393 -3.823
C -0.49400 0.19356 0.89187 1.395 1.296 2.880
C 1.49016 0.58292 -0.10650 -3.644 -0.679 0.488
N -0.63755 0.11882 -0.46002 -0.130 -0.031 -0.005
N 0.42627 0.24251 -1.07844 2.174 -0.075 -0.587
N 2.73141 0.66188 -0.49213 0.272 -1.947 -1.629
N -2.47961 -1.08908 -0.69727 -1.093 2.482 -2.402
H 1.13868 1.20364 1.98102 0.960 0.678 2.604
H -1.25710 -0.04104 1.67357 0.534 0.365 -1.190
H 3.41453 1.02922 0.15168 0.346 -0.157 -0.137
H 2.97939 -0.09948 -1.22658 -0.057 2.265 1.391
H -2.17416 -1.79174 -0.15531 1.147 -3.538 1.839
H -3.02739 -1.30977 -1.53239 0.509 -0.053 0.372
H -2.90023 -0.40084 -0.12212 -0.677 0.788 0.198
```
Forces are in eV/Å.

(5)
# C10H14N3O2

An isolated ion of composition C10H14N3O2 and charge +1 at a distorted geometry (the ωB97M-V functional and the def2-TZVPD basis, the Open Molecules 2025 dataset).

E_tot in hartree: -703.6608
Net charge: +1
Gap between HOMO and LUMO (alpha / beta) in eV: 6.9 / 7.0
Max |F| in eV/Å: 3.91
E_LUMO (alpha / beta) in eV: -5.8 / -5.6
HOMO energy (alpha / beta) in hartree: -0.4649 / -0.4607

Structure (XYZ):
```
29
Properties=species:S:1:pos:R:3:forces:R:3
C -1.03204 1.49059 -0.04327 2.363 0.107 1.330
C 1.22313 0.69254 0.13319 0.478 -0.135 -0.702
C 2.50338 1.30095 0.16201 -0.049 1.727 0.508
C 0.52538 -2.07941 1.59191 -2.956 -1.201 -0.315
C 0.52856 -1.64473 0.18862 0.078 -0.719 -1.229
C -1.37210 1.08081 -1.30528 1.143 0.687 -3.679
C -2.57622 0.66264 -1.76618 -0.576 -0.385 0.881
C 3.78912 0.60259 0.02758 -1.699 -0.587 -0.316
C 0.49042 -0.93366 2.60357 -0.676 0.445 -1.926
C -3.04299 0.51682 -3.03779 -2.151 -2.773 0.180
N 0.19485 1.48767 0.38186 -1.684 0.990 1.092
N -3.33526 0.04870 -0.64790 0.612 -2.793 0.253
N 1.00976 -0.57113 -0.21586 0.221 1.483 -0.750
O -2.73602 -0.47071 0.32138 -0.026 1.568 -0.918
O -4.47232 -0.16885 -0.88169 -2.203 0.254 0.065
H -1.77341 2.01639 0.50818 -0.463 0.216 0.943
H 2.47469 2.41233 0.37843 0.030 -1.517 -0.308
H 1.36488 -2.76684 1.67855 0.134 -0.084 0.277
H 0.16368 -2.27462 -0.65838 0.362 -0.138 0.985
H -0.66492 1.24290 -2.11888 0.326 -0.038 0.387
H 4.51644 1.13813 0.61342 0.533 -0.482 0.314
H 4.06848 0.62641 -1.01139 0.493 0.226 -0.698
H 3.56370 -0.46811 0.19108 0.874 0.398 0.520
H -0.50881 -0.45725 2.66097 0.551 -0.505 0.173
H 1.18909 -0.14765 2.33223 0.161 0.043 -0.058
H 0.84179 -1.30333 3.50096 0.234 -0.609 2.180
H -0.44177 -2.75588 1.58265 1.811 1.131 0.720
H -2.68081 1.04736 -3.86763 0.877 0.621 -0.744
H -3.81067 -0.32466 -3.30236 1.202 2.072 0.834
```
Forces are in eV/Å.

(6)
# C15H21N5O2

One molecule with the formula C15H21N5O2 (the ωB97M-V functional and the def2-TZVPD basis, the Open Molecules 2025 dataset).

E_tot in hartree: -1008.3518
Net charge: 0
SMILES string: C[C@H](O)Cc1nnc(CCCNCc2ccccc2O)nn1
Gap between HOMO and LUMO in eV: 8.2
Max |F| in eV/Å: 0.36
E_LUMO in eV: -0.4
HOMO energy in hartree: -0.3180

Structure (XYZ):
```
43
Properties=species:S:1:pos:R:3:forces:R:3
C -2.52798 3.73735 -1.14434 -0.128 -0.004 0.032
C -1.37880 4.64906 -0.75629 -0.039 -0.049 -0.118
O -0.35471 4.44752 -1.72515 -0.019 0.100 0.049
C -0.87956 4.44237 0.68316 0.148 -0.107 -0.051
C -0.84116 3.02948 1.18731 -0.024 -0.233 0.079
N -1.29056 2.80685 2.42095 -0.053 0.075 -0.005
N -1.23265 1.58503 2.89673 0.014 -0.067 0.041
C -0.72930 0.63185 2.11562 -0.041 0.216 -0.094
C -0.61562 -0.76192 2.64715 0.040 0.053 0.101
C 0.85175 -1.16296 2.92932 -0.109 0.069 -0.056
C 1.21206 -2.59351 2.52965 -0.001 -0.049 -0.196
N 1.63585 -2.69353 1.12426 -0.166 -0.219 0.239
C 0.58300 -3.17249 0.22975 0.038 0.050 0.122
C 0.73851 -2.83277 -1.23320 0.068 0.082 0.013
C -0.41951 -2.82751 -2.00484 -0.127 0.123 -0.243
C -0.41035 -2.49069 -3.34948 0.090 -0.009 0.145
C 0.79413 -2.14270 -3.95456 -0.352 -0.066 -0.033
C 1.95753 -2.17437 -3.21574 0.105 -0.035 0.093
C 1.93635 -2.52801 -1.86855 0.027 -0.034 -0.148
O 3.13874 -2.65432 -1.19726 0.068 -0.016 0.033
N -0.29960 0.85257 0.86636 0.025 -0.063 -0.016
N -0.35336 2.06617 0.39577 0.051 0.024 -0.041
H -2.15253 2.75592 -1.43031 0.064 -0.002 0.067
H -3.07339 4.14949 -1.99280 0.041 -0.005 0.001
H -3.22494 3.61740 -0.31267 -0.039 0.022 -0.013
H -1.72735 5.68691 -0.81466 0.038 0.011 0.038
H 0.28159 5.16608 -1.65169 0.011 -0.053 -0.016
H 0.13853 4.84008 0.74839 -0.045 0.075 0.031
H -1.49733 5.01552 1.37414 -0.004 -0.024 0.021
H -1.06461 -1.44203 1.92435 0.011 0.065 -0.054
H -1.20827 -0.81755 3.56017 -0.008 -0.028 -0.034
H 1.04519 -1.01810 3.99419 0.036 0.023 -0.019
H 1.52252 -0.50394 2.37479 0.019 -0.012 0.048
H 0.36706 -3.26423 2.73772 -0.002 -0.044 0.093
H 2.03938 -2.93207 3.15475 0.026 0.025 -0.009
H 2.41070 -3.33964 1.07179 0.124 0.179 -0.140
H -0.34799 -2.70923 0.55636 -0.013 -0.042 -0.085
H 0.42127 -4.25781 0.31493 0.038 -0.037 0.084
H -1.36062 -3.07444 -1.52371 0.007 0.013 -0.017
H -1.33822 -2.48881 -3.90702 0.052 0.017 -0.037
H 0.81964 -1.86701 -5.00057 0.020 0.007 0.000
H 2.90843 -1.94842 -3.68189 0.034 -0.002 0.055
H 3.52619 -1.78160 -1.07291 -0.026 -0.032 0.038
```
Forces are in eV/Å.